(1)
This record from OMol25 describes a molecular structure, C8H12AgO5. The level of theory is ωB97M-V with the def2-TZVPD basis set.

The spin multiplicity is 3. For the HOMO-LUMO gap (spin up / spin down), the calculation gives 0.274 / 0.189 Eh. As for the charge: +3.

Geometry as XYZ:
```
26
Properties=species:S:1:pos:R:3:forces:R:3
O -1.30589 -3.19955 -0.23826 3.439 -0.325 0.008
C -0.96018 -1.72629 0.80407 -4.260 1.545 2.146
O -0.62219 -0.50246 0.54981 -0.066 -1.409 -1.086
O -1.97150 -1.87044 1.50734 4.104 0.796 0.160
Ag -3.18244 -3.31393 0.74960 -3.370 -1.944 0.074
C 0.24448 -0.05401 -0.44731 2.024 0.054 0.210
C 0.48331 1.24696 -0.53060 -0.341 -0.006 0.323
C 1.75891 1.79079 -1.10127 -0.271 0.206 -1.096
C 2.78603 2.18704 -0.06712 0.323 -0.344 0.109
O 2.22977 3.31337 0.74318 -0.486 -0.142 0.037
C 2.88546 4.32374 1.00140 0.317 0.513 0.073
O 2.44128 5.31428 1.62348 -0.080 -0.214 -0.011
H 0.88549 -0.82514 -0.87252 -0.191 0.143 -0.010
H -0.25487 1.94255 -0.12553 0.327 -0.127 0.296
H -1.01690 -3.17191 -1.15979 -0.084 -0.007 -0.938
H 1.54616 2.65415 -1.74765 0.110 -0.220 0.081
H 2.25512 1.03721 -1.72933 -0.060 0.162 0.073
H 3.71566 2.54348 -0.52031 -0.213 -0.130 0.042
H 2.98384 1.40466 0.67110 0.007 0.199 -0.139
H 3.08918 6.03088 1.76668 0.120 0.259 0.073
C 0.32229 -4.19380 0.53006 0.100 -0.024 0.152
C 0.80574 -2.97813 1.09823 1.021 0.134 -0.259
H 0.04623 -4.98024 1.23867 -0.842 0.124 -0.517
H 0.81847 -4.51501 -0.38939 -0.636 -0.006 -0.110
H 1.54311 -2.49030 0.44803 -0.479 0.435 0.376
H 1.00668 -2.94782 2.17144 -0.514 0.327 -0.066
```
Positions in Å, forces in eV/Å.

Atomic partial charges in e from the natural (NBO) method, atoms 1 to 8:
1 O -0.78
2 C 0.96
3 O -0.39
4 O -0.57
5 Ag 1.06
6 C 0.05
7 C -0.13
8 C -0.49



(2)
This record from OMol25 describes a molecular structure, C5H14AlClORu. The level of theory is ωB97M-V with the def2-TZVPD basis set.

The spin multiplicity is 6. For the HOMO-LUMO gap (spin up / spin down), the calculation gives 0.194 / 0.282 Eh. As for the charge: -1.

Geometry as XYZ:
```
23
Properties=species:S:1:pos:R:3:forces:R:3
Al 0.34294 0.78328 -1.48368 1.243 0.217 -0.507
Cl -1.64390 1.73276 -1.73394 0.103 -0.384 0.388
C 0.75644 -0.41012 -3.04775 -1.022 -0.330 0.020
C 1.70581 2.30424 -1.45881 -0.523 0.272 0.588
H 1.71149 -0.16171 -3.51066 0.123 0.068 0.099
H 0.79021 -1.46317 -2.72503 0.026 0.200 -0.225
H -0.02810 -0.32732 -3.84377 0.517 -0.072 0.611
H 2.57534 2.05361 -2.08210 -0.158 -0.040 0.134
H 2.07335 2.51351 -0.42891 -0.144 0.037 -0.600
H 1.25156 3.24803 -1.86820 0.333 -0.795 0.393
Ru -0.63084 -0.67480 1.06014 -2.058 -1.513 -1.859
C -0.52520 0.95405 2.18395 -1.384 1.691 -0.027
C 1.17875 -0.90749 0.67177 5.882 -0.644 -3.034
H 0.50891 1.17937 2.27849 0.833 0.428 0.319
H -1.08099 1.70602 1.58030 0.324 -0.058 0.643
H -1.02463 0.70478 3.08879 -0.317 0.462 1.189
H 2.00986 -0.22043 1.07434 -1.137 -0.651 -0.530
H 1.76992 -1.66185 -0.06414 -1.296 1.330 1.572
C -2.40268 -2.21114 2.13490 -0.332 -2.635 -1.166
O -1.41390 -2.55199 1.14954 -0.403 1.353 0.598
H -2.07806 -2.70958 3.07479 -0.466 0.736 0.008
H -3.32193 -2.78035 1.75384 0.429 1.199 0.900
H -2.52438 -1.09969 2.19614 -0.571 -0.871 0.487
```
Positions in Å, forces in eV/Å.

Atomic partial charges in e from the natural (NBO) method, atoms 1 to 8:
1 Al 1.53
2 Cl -0.62
3 C -1.29
4 C -1.28
5 H 0.21
6 H 0.22
7 H 0.22
8 H 0.21



| no. | maximum force (eV Å⁻¹) |
| --- | --- |
| 1 | 5.01 |
| 2 | 6.65 |